[1]
Formula: C34H27N7O3S4Zr
Source: the Open Molecules 2025 dataset
Level of theory: ωB97M-V/def2-TZVPD

Properties
Relative energy (zero: lowest compared OMol25 entry of this formula, charge and spin) in eV: 0.000
Total charge: +2
HOMO energy in eV: -12.91
E_tot in eV: -96879.9094
2S+1: 1

Structure (XYZ):
```
76
Properties=species:S:1:pos:R:3:mulliken_charge:R:1
Zr 0.00358 -0.00343 -0.02139 0.5092
N -1.30193 -7.72613 -1.34606 -0.4570
C -1.19861 -6.38277 -1.46948 0.9788
C 0.02525 -5.78930 -1.84091 -0.9380
C 0.13599 -4.42624 -1.95448 -0.6901
C -0.97016 -3.61715 -1.67410 0.4097
C -2.20188 -4.18380 -1.34358 -0.7467
C -2.30580 -5.55007 -1.22241 -0.9549
S -0.82870 -1.93021 -2.03917 1.4995
O -1.03947 -1.66055 -3.41147 -0.5960
O 0.53879 -1.47276 -1.52213 -0.7658
N -1.68726 -0.98171 -1.07346 -0.1148
C -2.54083 -1.07680 -0.01163 0.6042
N -2.01750 -0.34174 1.00200 0.4882
C -2.74428 -0.18440 2.11452 0.0838
C -3.97695 -0.78150 2.22582 -0.8640
C -4.39871 -1.55861 1.14939 -0.4365
N -3.69100 -1.71096 0.03018 -0.5118
H -0.56137 -8.32419 -1.66666 0.2151
H -2.20165 -8.15329 -1.21547 0.2158
H 0.87659 -6.41902 -2.06705 0.3712
H 1.07053 -3.98432 -2.27973 0.5948
H -3.07455 -3.56227 -1.19477 0.5972
H -3.25907 -5.99233 -0.96283 0.3439
H -2.31543 0.42261 2.90328 0.4895
H -4.58517 -0.66589 3.10941 0.4343
H -5.34996 -2.07712 1.17939 0.4668
C 0.15646 4.68774 3.55993 -0.5751
C -0.67528 4.20962 2.55937 -1.0392
C -0.54690 2.90575 2.11250 0.3105
C 0.40236 2.07350 2.70030 -0.5014
C 1.24739 2.55332 3.70423 -0.4598
C 1.12435 3.86099 4.12491 -0.7051
N 0.49254 0.72129 2.26259 1.9989
N 0.91007 -0.07115 3.12934 -1.1222
C 1.09332 -1.39787 2.71527 -0.0343
C 1.48971 -2.30945 3.67095 -0.5013
C 1.70139 -3.62623 3.28446 -0.5521
C 1.52070 -3.96234 1.95523 -0.7302
C 1.12747 -2.98009 1.06011 -0.6162
N 0.89998 -1.71428 1.42494 0.3625
H 0.06111 5.71190 3.89519 0.4590
H -1.41828 4.85739 2.11525 0.4756
H -1.18234 2.54044 1.31756 0.6124
H 2.00063 1.90126 4.12392 0.4818
H 1.78278 4.24280 4.89319 0.4415
H 1.62772 -1.97153 4.68843 0.5725
H 2.01221 -4.36749 4.00829 0.4553
H 1.68749 -4.96879 1.59844 0.5143
H 0.99407 -3.20946 0.01633 0.6997
O -0.25451 1.79133 -0.70973 -0.1386
C 0.63908 2.56559 -1.56173 2.5476
C 0.08498 3.95317 -1.74847 -1.0051
C 0.54811 4.91025 -2.59716 -0.5141
C -0.21120 6.11020 -2.53008 -0.7212
C -1.23635 6.02746 -1.64034 -0.5620
S -1.29344 4.49572 -0.88397 -0.0695
C 1.92064 2.57900 -0.75223 -0.2487
C 2.46203 3.55501 0.00079 -0.5779
C 3.45247 3.07181 0.92839 -0.8220
C 3.60981 1.73132 0.90687 -0.7113
S 2.64397 1.03607 -0.35486 -0.0660
C 0.76574 1.84628 -2.88030 -0.0386
C 1.87518 1.33778 -3.49462 -0.4765
C 1.58183 0.75895 -4.75889 -0.7501
C 0.26477 0.85940 -5.07797 -0.5358
S -0.63977 1.63093 -3.85359 -0.0406
H 1.39186 4.75781 -3.25759 0.5404
H -0.00956 6.98854 -3.12517 0.4610
H -1.97435 6.77644 -1.40200 0.5029
H 2.15092 4.58814 -0.06922 0.6538
H 4.02278 3.71998 1.57875 0.4978
H 4.32639 1.12571 1.43861 0.5731
H 2.87789 1.41117 -3.09852 0.7333
H 2.32148 0.31155 -5.40610 0.4741
H -0.23016 0.50702 -5.96881 0.5204
```

=====

[2]
Formula: C34H27O13
Source: the Open Molecules 2025 dataset
Level of theory: ωB97M-V/def2-TZVPD

Properties
Total charge: -1
HOMO energy in eV: -3.68
E_tot in eV: -62307.2534
2S+1: 1

Structure (XYZ):
```
74
Properties=species:S:1:pos:R:3:mulliken_charge:R:1
C 0.31021 1.85214 -6.39277 -1.4095
C -0.66612 0.72945 -5.80553 0.8877
O -1.47435 0.20473 -6.90618 -0.5844
C 0.07532 -0.51257 -5.10455 -0.1076
C 1.67486 -0.45802 -5.15542 0.2605
O 2.28668 0.27367 -4.29332 -0.6401
O 2.41248 -1.20901 -6.07067 -0.8040
H -0.37479 2.68962 -6.81150 0.4273
H 0.95019 1.49770 -7.28449 0.3847
H 0.96280 2.35717 -5.60245 0.2849
H -1.35300 1.20270 -5.01269 -0.1157
H -0.89679 0.32995 -7.69705 0.3446
H -0.27299 -1.47360 -5.64177 0.2475
H -0.25555 -0.57459 -4.00616 -0.0591
C -4.45330 0.47295 -1.20644 -0.6753
C -3.60039 0.49563 -2.23296 -0.2384
C -2.29976 1.19148 -2.13271 0.1058
O -1.52037 1.21628 -3.06527 -0.4376
C -1.97892 1.85894 -0.85339 -0.5650
C -2.83135 1.83622 0.17271 -0.6649
C -4.13215 1.14101 0.07379 0.3080
O -4.91071 1.11802 1.01255 -0.6307
H -5.41022 -0.03077 -1.26131 0.6403
H -3.81862 0.01108 -3.17704 0.5369
H -1.01842 2.36279 -0.79991 1.1710
H -2.61217 2.32066 1.11692 0.4529
C 1.43623 2.69253 1.87133 -0.2799
C 2.52455 2.53054 2.62370 -0.4930
C 3.87975 2.60617 2.03770 0.3975
O 4.87441 2.45628 2.72620 -0.5605
C 3.98171 2.86939 0.58694 -0.3181
C 2.89280 3.03153 -0.16612 -0.4871
C 1.53814 2.95624 0.42007 0.3174
O 0.54385 3.10614 -0.26549 -0.5486
H 0.43608 2.63981 2.28353 0.4496
H 2.46783 2.33768 3.68797 0.4386
H 4.98166 2.92189 0.17473 0.4555
H 2.94929 3.22401 -1.23052 0.4750
C -8.30921 -2.78573 0.40656 -0.4353
C -8.45345 -3.85951 1.18384 -0.4633
C -7.28167 -4.63522 1.64517 0.1604
O -7.41299 -5.61683 2.35350 -0.5635
C -5.94530 -4.17373 1.21277 -0.1807
C -5.80162 -3.09948 0.43502 -0.2450
C -6.97233 -2.32497 -0.02520 0.2155
O -6.83872 -1.34400 -0.73222 -0.5228
H -9.15535 -2.20614 0.05898 0.4298
H -9.42477 -4.21044 1.51007 0.3983
H -5.10029 -4.75155 1.55936 0.5339
H -4.83171 -2.74832 0.10859 0.6253
C 10.69398 1.97272 2.87822 -0.4024
C 10.19418 1.37009 1.79879 -0.3660
C 8.73863 1.34779 1.53811 0.3121
O 8.28196 0.79665 0.55474 -0.5385
C 7.85989 2.02021 2.51877 -0.3141
C 8.36056 2.62286 3.59832 -0.3705
C 9.81509 2.64533 3.85911 0.3341
O 10.27345 3.19702 4.84351 -0.5604
H 11.75661 1.99826 3.08532 0.3999
H 10.82371 0.87372 1.07046 0.4150
H 6.79706 1.99525 2.31258 0.7247
H 7.73099 3.11919 4.32656 0.4319
C -1.43652 -1.69898 3.04753 -0.4871
C -2.05451 -2.18420 1.97035 -0.3998
C -2.58865 -3.56230 1.94881 0.5195
O -3.15147 -4.00594 0.96423 -0.5932
C -2.41306 -4.38107 3.16707 -0.3003
C -1.79504 -3.89588 4.24437 -0.4300
C -1.26062 -2.51726 4.26611 0.3272
O -0.69842 -2.07330 5.24946 -0.5550
H -1.03866 -0.69251 3.08045 0.5295
H -2.19224 -1.59773 1.06990 0.5789
H -2.81109 -5.38777 3.13390 0.4233
H -1.65730 -4.48208 5.14447 0.4025
```

=====

[3]
Formula: C34H28BrN6O6Rh
Source: the Open Molecules 2025 dataset
Level of theory: ωB97M-V/def2-TZVPD

Properties
Relative energy (zero: lowest compared OMol25 entry of this formula, charge and spin) in eV: 0.000
Total charge: 0
HOMO energy (alpha / beta) in eV: -7.17 / -7.17
E_tot in eV: -129989.0628
2S+1: 1

Structure (XYZ):
```
76
Properties=species:S:1:pos:R:3:mulliken_charge:R:1
Rh -0.12046 0.73768 0.49701 0.3419
O -0.34043 3.41295 -3.08968 -0.7140
C 0.93615 3.84114 -3.01822 0.3555
C 1.34158 4.78381 -3.96435 -0.7298
C 2.63381 5.26459 -3.96363 -0.3013
C 3.55548 4.81985 -3.01782 -0.8593
C 3.15517 3.90189 -2.07037 -0.3510
C 1.85029 3.40064 -2.04799 0.2725
C 1.43779 2.46566 -0.98119 1.1829
O 0.30754 1.83250 -1.15164 -0.8527
N 2.20072 2.33387 0.06981 -1.3253
N 1.64583 1.43208 0.96357 0.9938
C 2.35054 1.01272 1.94839 -0.6645
C 1.93196 0.01125 2.89948 1.1051
C 2.91651 -0.42980 3.80589 -0.9126
C 2.66608 -1.40023 4.74230 -0.7523
C 1.38230 -1.95569 4.80159 -0.4856
C 0.39424 -1.54254 3.94285 -0.6991
C 0.62840 -0.55482 2.96125 0.6320
O -0.38716 -0.21899 2.20493 -0.5225
H -0.46020 2.72766 -2.39956 0.4189
H 0.61436 5.11878 -4.69188 0.4467
H 2.93102 5.99125 -4.70925 0.3816
H 4.57035 5.19306 -3.02225 0.3935
H 3.84588 3.54579 -1.31875 0.4640
H 3.35391 1.42241 2.03466 0.3289
H 3.90219 0.01804 3.74441 0.3667
H 3.44153 -1.72584 5.42132 0.4143
H 1.16204 -2.72312 5.53342 0.4071
H -0.60093 -1.96578 3.98368 0.4673
Br 3.56121 -4.36782 -5.32663 -0.1880
C 2.27768 -4.91131 -4.04344 0.1101
C 1.12595 -4.15984 -3.86716 -0.6731
C 0.19857 -4.53665 -2.91248 0.0428
C 0.41430 -5.67100 -2.12349 -0.2835
C 1.55467 -6.43797 -2.35579 0.0320
C 2.49337 -6.05856 -3.30112 -0.4884
N -0.46614 -6.17603 -1.12799 -0.6460
N -1.42605 -5.52900 -0.66327 -0.3677
C -1.42016 -4.15254 -0.39665 -0.0900
C -2.67212 -3.58554 -0.25799 -0.3876
C -2.88575 -2.21033 -0.15579 -1.1172
C -1.81557 -1.33306 -0.15463 0.7271
O -1.92047 -0.04304 -0.09157 -0.5602
C -0.50080 -1.90896 -0.22514 0.6289
N 0.53483 -1.01513 -0.20995 -0.0074
C 1.77561 -1.45106 -0.15913 0.0567
C 2.06773 -2.81274 -0.04774 -1.8274
C 1.05024 -3.72683 -0.08343 -0.2733
C -0.28344 -3.29709 -0.25688 0.5332
H 0.95554 -3.28076 -4.47358 0.4557
H -0.70658 -3.95601 -2.79822 0.4486
H 1.69301 -7.33773 -1.77006 0.4640
H 3.38041 -6.65428 -3.46626 0.4302
H -3.51227 -4.26925 -0.28852 0.4369
H -3.88317 -1.80039 -0.07476 0.4658
H 2.55585 -0.70401 -0.20569 0.6881
H 3.09564 -3.12383 0.06935 0.5234
H 1.26631 -4.77794 0.03591 0.7670
O -1.00251 2.34715 1.55032 -0.4730
C -1.89010 3.01083 1.02115 -0.0376
O -2.13409 2.99886 -0.25530 -0.2812
C -2.78001 3.91695 1.85512 0.4444
N -3.88247 4.37415 1.00464 -0.6586
C -4.98446 3.43627 1.29381 -0.5864
C -4.90108 3.17584 2.79625 -0.5778
C -3.38698 3.16212 3.06857 -0.6157
H -2.15031 4.75223 2.16581 0.4737
H -2.87572 3.64651 -0.37868 0.4059
H -4.15196 5.31629 1.25661 0.3373
H -4.79121 2.51028 0.74471 0.1493
H -5.93396 3.84011 0.94922 0.4900
H -5.38648 2.24590 3.08714 0.3616
H -5.38043 3.99213 3.34026 0.2671
H -2.98662 2.15060 3.12292 0.2319
H -3.13654 3.66169 4.00157 0.3655
```